Entry from OMol25: an isolated molecule of C4H8O2 (wB97M-V/def2-TZVPD).

Last column: Löwdin charge in e.
CARTESIAN COORDINATES (ANGSTROEM)
C: -1.17834 -1.10137 0.23436  -0.07
C: -0.23769 0.09140 0.34966  -0.33
C: -0.71009 1.25685 -0.49058  -0.23
O: -1.81767 1.35919 -0.96217  0.06
C: 1.21408 -0.27792 0.01316  -0.25
O: 2.12945 0.74147 0.36597  -0.06
H: -2.20488 -0.81097 0.46913  0.08
H: -0.87374 -1.90095 0.91759  0.08
H: -1.17717 -1.50213 -0.78578  0.09
H: -0.21847 0.46195 1.38634  0.16
H: 0.04084 2.06089 -0.65903  0.13
H: 1.49118 -1.16375 0.59470  0.12
H: 1.30072 -0.55029 -1.05012  0.13
H: 2.24177 1.33562 -0.38320  0.08

Kohn-Sham gap in eV: 10.5047
Structure (SMILES): C[C@H](C=O)CO
Total charge: 0
Multiplicity: 1
Energy in eV: -8372.0812
Max |F| in eV Å⁻¹: 0.5
LUMO level in eV: 0.67